(1)
C3H4N2S | ωB97M-V/def2-TZVPD

For the electronic energy, the calculation gives -16985.159 eV. As for the HOMO-LUMO gap: 8.70 eV. The calculation puts the energy relative to the best compared isomer or geometry (same formula, charge and spin) at 610.9 kJ/mol. The multiplicity is 1.

Geometry as XYZ:
```
10
Properties=species:S:1:pos:R:3:forces:R:3
C 0.087442 0.155254 -0.149543 -1.4 -0.5 -3.7
C -1.286961 0.543433 0.469119 5.5 -0.9 -1.8
C -2.206476 1.070460 0.993563 -2.8 -0.3 1.7
H 1.613468 -1.971241 -1.420304 2.1 2.3 2.8
H 1.603408 0.261249 1.507051 -2.6 -2.7 -3.5
H -0.572896 0.248199 -1.838919 -3.3 0.9 -2.1
H -3.123629 1.041846 1.575589 0.5 0.7 -0.5
N 1.092481 -0.413479 0.564302 2.9 2.6 5.5
N 0.270627 0.029071 -1.467808 1.2 0.1 4.4
S 2.522536 -0.964793 -0.233050 -2.1 -2.2 -2.7
```
Forces are in eV/Å.

---

(2)
C4H7NO2 | ωB97M-V/def2-TZVPD

Its SMILES is C[C@H]1C=NO[C@@H]1O. For the electronic energy, the calculation gives -9844.029 eV. As for the HOMO-LUMO gap: 10.69 eV. The calculation puts the energy relative to the best compared isomer or geometry (same formula, charge and spin) at 313.7 kJ/mol. The multiplicity is 1.

Geometry as XYZ:
```
14
Properties=species:S:1:pos:R:3:forces:R:3
C -0.717728 0.962916 -1.130899 -0.4 -2.2 -3.5
C -0.482233 0.090109 0.098663 0.5 0.8 0.6
C -0.492163 -1.301812 -0.401117 0.3 1.1 0.5
N 0.618504 -1.872862 -0.339603 1.3 -1.2 0.3
O 1.551750 -1.130761 0.394592 -0.6 1.6 -0.1
C 0.893723 0.131056 0.838619 -0.6 -0.1 -2.3
O 0.644531 0.063172 2.166609 0.5 -0.2 2.0
H -0.093809 0.569960 -2.100076 -0.8 1.3 2.6
H -0.670297 2.020420 -0.993329 0.3 0.6 0.1
H -1.746784 0.714073 -1.589291 1.1 0.5 1.2
H -1.166019 0.374572 0.899594 -0.5 -0.3 -0.2
H -1.216133 -1.653038 -1.079570 -0.9 -0.8 -0.4
H 1.397858 1.100242 0.569095 0.5 -1.3 0.0
H 1.478799 -0.068045 2.666713 -0.7 0.1 -0.5
```
Forces are in eV/Å.

---

(3)
C43H64ClN7O9P2PbSSe | ωB97M-V/def2-TZVPD

For the electronic energy, the calculation gives -187023.086 eV. As for the HOMO-LUMO gap: 3.37 eV. As for the net charge: -2. The multiplicity is 1.

Geometry as XYZ:
```
129
Properties=species:S:1:pos:R:3:forces:R:3
Pb 0.603854 -0.715741 0.623527 -0.8 0.0 -0.1
C -4.421327 0.934789 -3.699697 0.0 0.0 0.0
N -3.886983 0.638108 -2.388852 0.0 -0.1 0.1
C -4.834070 0.946507 -1.324328 0.0 0.0 0.0
P -2.262449 0.901910 -2.029846 -0.1 -0.1 -0.1
O -2.019613 0.629896 -0.617552 -0.1 -0.2 0.2
O -1.586990 -0.126260 -3.113395 0.0 0.0 0.1
P -0.828127 -1.531672 -2.868582 -0.3 0.0 -0.2
O -0.533272 -1.924130 -1.481422 0.2 -0.1 0.0
N 0.494754 -1.509096 -3.839845 -0.1 0.0 0.0
C 1.835529 -1.308739 -3.311999 0.2 -0.1 0.0
C 0.336457 -1.207913 -5.246164 0.0 0.0 0.0
N -1.883979 -2.598591 -3.617070 0.0 0.2 0.1
C -1.917968 -3.938952 -3.052168 0.1 -0.1 -0.1
C -3.156876 -2.192126 -4.181760 0.0 0.0 0.0
N -1.765770 2.368813 -2.558002 0.0 -0.1 -0.1
C -1.605191 3.455327 -1.593856 0.0 0.0 -0.1
C -1.771669 2.792396 -3.937462 0.0 -0.1 0.0
H -5.317163 0.329458 -3.873104 0.0 0.0 0.0
H -3.700931 0.695165 -4.478435 0.0 0.0 0.0
H -4.706237 1.990046 -3.804726 0.0 0.0 0.0
H -5.678845 0.253227 -1.376810 0.0 0.0 0.0
H -5.223971 1.968044 -1.412786 0.0 0.0 0.0
H -4.350476 0.843739 -0.358044 0.0 0.0 0.0
H 1.838476 -1.445662 -2.235790 0.1 0.0 0.0
H 2.209801 -0.302725 -3.510252 0.0 -0.2 0.0
H 2.506514 -2.037653 -3.774884 0.0 0.0 0.0
H -0.594228 -1.636129 -5.617704 0.0 0.0 0.0
H 1.163659 -1.656390 -5.801292 0.0 0.0 0.0
H 0.336395 -0.128689 -5.445361 0.0 0.0 0.0
H -0.958759 -4.186691 -2.603614 0.0 0.0 0.0
H -2.130296 -4.661186 -3.845352 0.0 0.0 0.0
H -2.688428 -4.034216 -2.278756 0.0 0.0 0.0
H -3.039265 -1.299290 -4.789579 0.0 0.0 0.0
H -3.918082 -1.989191 -3.419749 0.0 0.0 0.0
H -3.516314 -2.996005 -4.829917 0.0 0.0 0.0
H -1.596298 3.073018 -0.574247 -0.1 0.0 0.0
H -2.415072 4.185944 -1.692490 0.0 0.0 0.0
H -0.652714 3.958715 -1.777588 0.0 0.0 0.0
H -1.793498 1.937367 -4.612379 0.0 0.0 0.0
H -0.860260 3.359371 -4.136965 0.1 0.0 0.0
H -2.628457 3.441125 -4.159760 0.0 0.0 0.0
C 1.327518 -3.828392 2.561362 0.1 0.0 0.0
N 0.592423 -3.668822 1.312707 -0.3 0.0 0.0
C 1.298685 -4.329370 0.229827 0.0 0.0 0.1
C -0.753356 -4.234905 1.419731 0.1 -0.1 0.1
C -1.711172 -3.497643 2.349122 0.1 -0.1 0.0
N -2.288239 -2.315733 1.737738 0.0 0.1 -0.1
C -2.737192 -1.341573 2.721813 0.1 0.0 -0.1
C -3.372271 -2.683922 0.852178 0.2 0.0 0.1
H 1.474080 -4.897529 2.798492 0.0 0.0 0.0
H 0.802502 -3.358360 3.387055 0.0 0.0 0.0
H 2.301084 -3.347471 2.462757 0.0 0.0 0.0
H 1.207703 -5.429772 0.295418 0.0 0.0 0.0
H 2.354480 -4.072821 0.275596 -0.1 0.0 0.0
H 0.899137 -4.000607 -0.731699 0.0 0.0 0.0
H -0.660231 -5.279757 1.775334 -0.1 0.0 0.0
H -1.181438 -4.276140 0.414701 0.1 0.0 0.0
H -1.205841 -3.222282 3.274795 0.0 0.1 0.0
H -2.521688 -4.199616 2.625359 0.1 -0.1 0.1
H -3.546014 -1.741699 3.358078 0.0 0.0 0.0
H -3.105208 -0.452567 2.206254 0.0 0.0 0.0
H -1.902157 -1.048921 3.358676 0.0 0.0 0.0
H -4.162381 -3.241823 1.393892 0.0 0.1 -0.1
H -3.006168 -3.307463 0.035638 0.0 0.0 0.0
H -3.799376 -1.791134 0.412140 -0.1 0.2 -0.1
C 2.137299 2.249866 -5.849444 0.1 0.0 0.1
O 2.602940 3.191299 -4.909713 0.0 0.0 0.2
C 2.416682 2.911509 -3.571367 0.0 0.0 -0.1
C 3.125946 3.735073 -2.683487 0.0 0.0 0.0
C 2.994834 3.496721 -1.339474 0.0 0.0 -0.1
C 2.200363 2.471691 -0.794623 0.0 0.0 0.0
C 2.150203 2.307104 0.652935 -0.3 -0.1 0.1
C 2.779559 3.279268 1.620495 -0.1 0.0 0.0
O 1.571336 1.359638 1.197177 0.2 0.1 0.0
C 1.473109 1.620221 -1.700612 0.0 0.1 0.0
O 0.700356 0.648700 -1.383719 0.4 0.1 0.2
C 1.611631 1.905484 -3.098190 0.0 0.2 -0.1
H 2.466734 2.603016 -6.825989 0.0 0.0 0.0
H 1.047527 2.170917 -5.850480 -0.1 0.0 0.0
H 2.561218 1.258220 -5.659073 0.0 0.0 0.0
H 3.764070 4.518371 -3.066917 0.0 0.0 0.0
H 3.561615 4.122755 -0.666498 0.0 0.0 0.0
H 3.112789 4.224044 1.204067 0.0 0.0 0.0
H 3.614010 2.760502 2.096963 0.0 0.0 0.0
H 2.031673 3.459813 2.393418 0.0 0.0 0.0
H 1.036890 1.275003 -3.760774 -0.1 0.1 0.0
Se 3.421362 -1.019008 0.509712 0.5 0.0 -0.2
C 4.498312 -2.459264 -0.149295 -0.1 0.0 0.1
C 4.144675 -3.325218 -1.185576 0.1 0.0 0.0
C 5.020038 -4.303029 -1.638236 0.0 0.0 0.0
C 6.277520 -4.445602 -1.070468 0.0 0.0 0.0
C 6.642156 -3.596488 -0.032975 0.0 0.0 0.0
C 5.766535 -2.624210 0.422240 0.0 0.0 0.0
H 3.173491 -3.236017 -1.640833 -0.1 0.1 -0.1
H 4.713628 -4.959781 -2.445127 0.0 0.0 0.0
H 6.959994 -5.208060 -1.426323 0.0 0.0 0.0
H 7.618954 -3.692702 0.428006 0.0 0.0 0.0
H 6.053051 -1.969713 1.235224 0.0 0.0 0.0
Cl -3.971392 8.648078 2.257812 0.0 0.0 0.0
C -3.141654 7.095534 2.083830 0.0 0.1 0.0
C -2.190645 6.913640 1.083331 0.0 0.0 0.0
C -1.543830 5.709133 0.941513 0.0 0.0 0.0
C -1.797913 4.574455 1.805497 -0.1 0.0 -0.1
C -1.166085 3.368210 1.650193 0.1 0.1 0.1
C -2.799546 4.829798 2.819762 0.0 0.0 0.0
C -3.433845 6.038536 2.948758 0.0 0.0 0.0
H -1.961740 7.735204 0.411939 0.0 0.0 0.0
H -0.798771 5.599609 0.159253 0.0 0.0 0.0
H -1.336242 2.524527 2.303729 0.0 0.0 0.1
H -0.414074 3.252216 0.881765 0.1 0.0 0.1
H -3.034707 4.028647 3.511004 0.0 0.0 0.0
H -4.172960 6.183561 3.729568 0.0 0.0 0.0
O -0.365074 -2.648907 5.243632 -0.1 -0.1 0.1
C 0.293607 -1.608546 5.323167 0.0 0.1 0.0
N 0.676234 -0.828078 4.302915 0.1 0.0 -0.1
S 1.541286 0.447321 4.791578 0.1 0.0 0.0
O 0.853642 1.687851 4.555007 0.0 0.0 0.0
O 2.917145 0.366287 4.364979 0.0 0.0 0.0
C 1.480824 0.072638 6.536427 0.0 0.0 0.0
C 2.012709 0.732470 7.625859 0.0 0.0 0.0
C 1.787289 0.183632 8.883192 0.0 0.0 0.0
C 1.049736 -0.990154 9.027317 0.0 0.0 0.0
C 0.524961 -1.639472 7.916466 0.0 0.0 0.0
C 0.755081 -1.088736 6.668661 0.0 0.0 0.0
H 2.578598 1.645979 7.501905 0.0 0.0 0.0
H 2.186957 0.675308 9.762311 0.0 0.0 0.0
H 0.884552 -1.395149 10.018483 0.0 0.0 0.0
H -0.051381 -2.551304 8.000195 0.0 0.0 0.0
```
Forces are in eV/Å.

---

(4)
C3H3ClN2O | ωB97M-V/def2-TZVPD

For the electronic energy, the calculation gives -20704.330 eV. As for the HOMO-LUMO gap (alpha / beta): 5.72 / 5.72 eV. The calculation puts the energy relative to the best compared isomer or geometry (same formula, charge and spin) at 502.6 kJ/mol. The multiplicity is 1.

Geometry as XYZ:
```
10
Properties=species:S:1:pos:R:3:forces:R:3
C -0.834658 -1.001823 -0.006957 -1.3 2.8 -0.5
C 0.006884 0.110896 0.134721 0.1 0.3 -0.3
C -2.246984 -0.909552 -0.148108 -1.1 -0.2 0.7
N -0.485797 1.277458 0.304503 -0.6 0.5 0.8
N -2.702101 0.336094 -0.479454 0.7 0.6 -0.7
O -2.883413 -1.888360 0.234092 -0.8 -0.4 -0.1
Cl -4.219591 0.723310 0.051668 0.3 -0.5 0.0
H -0.625146 -1.950092 0.272459 1.5 -2.9 0.6
H 1.060074 -0.066113 0.080157 0.8 -0.1 -0.1
H 0.177657 2.049826 0.280637 0.3 -0.2 -0.3
```
Forces are in eV/Å.

---

(5)
N2O7S | ωB97M-V/def2-TZVPD

Its SMILES is O=[N+]([O-])OS(=O)(=O)[N+](=O)[O-]. For the electronic energy, the calculation gives -28139.127 eV. As for the HOMO-LUMO gap: 11.14 eV. The calculation puts the energy relative to the best compared isomer or geometry (same formula, charge and spin) at 0.0 kJ/mol. The multiplicity is 1.

Geometry as XYZ:
```
10
Properties=species:S:1:pos:R:3:forces:R:3
O -2.795531 1.085914 0.043844 -0.6 1.4 0.0
N -2.073425 0.181263 0.012883 0.8 -0.4 0.0
O -2.217893 -0.974349 -0.028432 -0.6 -1.8 -0.1
O -0.656491 0.589988 0.031319 1.1 0.6 0.0
S 0.453973 -0.616021 -0.016328 -1.4 -0.5 0.0
O 0.419908 -1.339587 1.197280 0.3 0.2 0.2
O 0.405907 -1.254885 -1.276756 0.3 0.2 -0.2
N 1.958152 0.475936 0.007238 -0.6 -0.3 0.0
O 2.934208 -0.199777 0.079427 0.6 -0.2 0.0
O 1.815046 1.649375 -0.061517 0.0 0.7 0.0
```
Forces are in eV/Å.

---

Q: The highest electronic energy belongs to which entry?
A: C4H7NO2

---

Q: Which value of multiplicity does entry 3 give?
A: 1